75
Properties=species:S:1:pos:R:3:forces:R:3 method="wB97M-V/def2-TZVPD" de_lowest_kj_mol=2.9 gap_ha=0.230 homo_ev=-6.212
Bi -0.034 0.694 -0.979 -0.34 -0.05 0.34
N -4.424 -2.000 0.166 0.02 0.04 -0.03
C -5.389 -1.026 0.140 0.05 0.04 -0.03
C -4.840 0.009 -0.559 -0.16 -0.08 0.04
N -3.560 -0.296 -0.943 0.04 0.01 -0.04
C -3.338 -1.507 -0.488 -0.10 -0.02 0.06
C -2.116 -2.272 -0.677 0.01 -0.04 0.09
N -0.924 -1.764 -0.867 0.12 0.06 -0.06
C -0.053 -2.816 -0.972 -0.03 -0.09 0.11
C -0.737 -3.984 -0.833 0.02 0.03 -0.04
N -2.053 -3.626 -0.650 -0.01 0.03 0.02
H -4.434 -2.793 0.788 0.00 -0.05 0.00
H -6.350 -1.161 0.602 -0.01 0.00 0.01
H -5.295 0.945 -0.834 -0.02 0.03 0.02
H 1.000 -2.648 -1.128 -0.02 0.00 0.04
H -0.422 -5.011 -0.859 0.01 -0.01 -0.01
H -2.834 -4.258 -0.597 0.01 0.01 0.02
C -5.140 3.032 1.479 -0.04 0.04 -0.04
C -3.704 3.387 1.499 0.07 -0.13 0.03
N -3.054 3.828 2.528 -0.03 -0.03 0.03
N -1.773 3.975 2.078 0.03 0.06 -0.04
C -1.608 3.665 0.784 -0.08 -0.08 -0.01
S -0.247 3.848 -0.170 -0.01 -0.01 -0.04
N -2.860 3.229 0.423 0.08 0.17 0.16
N -3.275 2.838 -0.847 0.06 0.01 -0.03
H -5.613 3.430 2.372 0.01 -0.01 0.00
H -5.257 1.949 1.459 -0.03 -0.03 0.00
H -5.615 3.440 0.588 -0.01 0.00 0.01
H -1.060 4.350 2.680 0.00 0.02 -0.03
H -3.052 1.850 -0.975 0.06 0.03 -0.05
H -2.725 3.378 -1.512 0.00 -0.01 -0.01
C 3.293 1.956 1.897 0.01 0.01 -0.02
C 3.109 1.979 0.377 0.06 -0.02 0.06
C 3.644 3.292 -0.198 -0.03 0.01 -0.11
C 3.739 0.778 -0.299 0.00 0.09 -0.02
C 5.092 0.546 -0.066 0.00 -0.01 0.06
C 5.779 -0.491 -0.665 -0.01 -0.01 -0.03
C 5.096 -1.306 -1.559 0.04 0.02 0.00
C 3.762 -1.097 -1.853 -0.05 -0.01 0.03
C 3.071 -1.915 -2.927 -0.01 0.03 0.01
C 3.088 -1.149 -4.254 0.00 0.00 0.02
C 3.641 -3.319 -3.112 -0.01 0.01 0.00
C 3.033 -0.047 -1.211 0.03 -0.25 0.02
N 1.732 0.120 -1.606 0.24 0.23 -0.31
H 2.755 2.784 2.365 -0.01 0.01 -0.01
H 4.348 2.055 2.159 0.00 0.03 0.03
H 2.937 1.022 2.333 -0.01 -0.01 0.00
H 2.041 1.968 0.173 -0.06 0.00 0.04
H 4.714 3.393 -0.011 0.02 -0.01 0.01
H 3.135 4.147 0.253 0.00 0.01 0.02
H 3.488 3.335 -1.278 0.01 -0.02 0.02
H 5.623 1.205 0.612 0.00 -0.01 0.00
H 6.829 -0.651 -0.459 0.00 -0.01 0.01
H 5.629 -2.110 -2.052 0.01 0.00 0.01
H 2.024 -2.005 -2.635 0.05 0.03 -0.08
H 4.116 -1.022 -4.603 0.01 0.00 0.00
H 2.642 -0.164 -4.122 -0.01 0.01 -0.01
H 2.531 -1.686 -5.025 -0.01 0.00 0.00
H 4.646 -3.296 -3.537 0.01 0.00 0.00
H 3.015 -3.888 -3.802 -0.01 -0.01 0.00
H 3.691 -3.861 -2.165 0.01 -0.01 0.01
Cl -4.202 -3.081 3.486 0.02 0.01 0.00
C -2.886 -2.026 3.008 -0.05 -0.01 0.06
C -3.124 -0.671 2.853 0.03 0.00 0.01
C -2.110 0.133 2.362 -0.01 -0.04 -0.08
C -0.859 -0.385 2.012 -0.05 0.00 -0.06
C 0.165 0.450 1.356 0.11 -0.10 -0.02
C -0.636 -1.743 2.265 0.00 -0.01 -0.05
C -1.638 -2.566 2.750 -0.03 -0.02 -0.07
H -4.092 -0.257 3.104 0.00 0.00 -0.02
H -2.297 1.191 2.228 -0.02 0.07 0.00
H 1.162 0.021 1.443 0.01 -0.03 0.01
H 0.185 1.466 1.746 -0.01 0.12 -0.03
H 0.336 -2.167 2.050 0.03 -0.01 -0.02
H -1.459 -3.622 2.910 0.00 0.01 0.01